[1]
{
  "formula": "H15NO6",
  "method": "wB97M-V/def2-TZVPD",
  "smiles": "N.O.O.O.O.O.O",
  "e_tot_ha": -515.1607,
  "lumo_energy_ha": 0.012,
  "homo_energy_ha": -0.401,
  "max_force_ev_per_a": 2.22,
  "homo_lumo_gap_ev": 11.24,
  "relative_energy_kj_mol": 154.2,
  "symbols": ["N", "H", "H", "H", "O", "H", "H", "O", "H", "H", "O", "H", "H", "O", "H", "H", "O", "H", "H", "O", "H", "H"],
  "xyz": [[2.051999, 0.342511, -0.357023], [2.517604, 0.501518, -1.248866], [2.785651, 0.028567, 0.270178], [1.766099, 1.286000, -0.093964], [0.515933, 4.188408, 0.423104], [0.914085, 4.409743, 1.271297], [-0.299619, 4.696489, 0.533431], [-0.480684, -1.876618, 1.291560], [-0.671274, -2.784142, 1.055082], [0.193155, -1.621695, 0.637277], [0.201026, -1.604384, -2.205409], [-0.595574, -1.053147, -2.310576], [0.711944, -0.813755, -1.936178], [-2.414519, 1.747345, 0.592260], [-2.164760, 0.959127, 0.120674], [-3.210463, 1.612765, 1.106890], [-1.186967, -3.914732, -2.123040], [-0.387537, -3.989621, -2.634183], [-0.969371, -3.636492, -1.235892], [0.440184, 0.802811, 2.296184], [0.254215, 0.334157, 1.486547], [0.028883, 0.385140, 3.060648]],
  "forces_ev_per_a": [[-0.046, 0.352, -0.595], [0.021, -0.228, 0.012], [-0.183, 0.162, 0.161], [0.049, -0.224, 0.405], [-0.284, 0.600, 0.468], [0.520, -0.374, 0.034], [-0.184, -0.325, -0.554], [0.382, 0.278, -0.423], [-0.166, -0.288, 0.099], [-0.153, -0.038, 0.158], [-0.168, 2.192, 0.311], [-0.541, -1.172, -0.363], [0.942, -0.872, 0.273], [0.272, 1.045, 0.035], [-0.286, -0.552, 0.076], [-0.047, -0.494, -0.117], [-1.200, -0.620, -0.098], [0.527, 0.245, 0.084], [0.438, 0.185, -0.069], [0.653, 0.869, 0.563], [-0.434, -0.429, 0.177], [-0.110, -0.314, -0.638]]
}


[2]
{
  "formula": "C6H11N3O2",
  "method": "wB97M-V/def2-TZVPD",
  "smiles": "CC/C=C1\\N=C(N)OC1=O.N",
  "e_tot_ha": -549.9251,
  "lumo_energy_ha": 0.005,
  "homo_energy_ha": -0.305,
  "max_force_ev_per_a": 4.38,
  "homo_lumo_gap_ev": 8.43,
  "relative_energy_kj_mol": 57.1,
  "symbols": ["C", "C", "C", "C", "N", "C", "N", "O", "C", "O", "H", "H", "H", "H", "H", "H", "H", "H", "N", "H", "H", "H"],
  "xyz": [[-2.814352, 0.406444, -0.575173], [-2.194659, 0.878566, 0.837411], [-1.015614, 1.700814, 0.538235], [0.290405, 1.170250, 0.456896], [0.841170, -0.172966, 0.374252], [2.163049, -0.048747, 0.116957], [3.020599, -1.101217, 0.022114], [2.549432, 1.237112, -0.078043], [1.458708, 2.034014, 0.017115], [1.493396, 3.250887, -0.189695], [-3.337684, 1.049311, -1.373300], [-3.491001, -0.375825, -0.363388], [-1.931670, -0.050301, -1.232456], [-1.828360, -0.057053, 1.424278], [-3.005875, 1.232207, 1.424141], [-1.078201, 2.790577, 0.302358], [2.563094, -1.983828, -0.017658], [3.921717, -1.004828, -0.608757], [0.847682, -2.709174, -0.382274], [0.935181, -2.459276, 0.622791], [0.520486, -3.659287, -0.672562], [0.092498, -2.127677, -0.643236]],
  "forces_ev_per_a": [[2.385, -0.306, -1.855], [0.229, -2.631, -1.543], [3.667, -0.093, 0.264], [-0.341, 0.386, -1.534], [1.322, 1.104, 0.713], [-3.942, -0.549, 0.388], [3.130, 2.696, -1.469], [1.771, -0.503, -0.417], [-2.054, 3.657, 0.382], [0.328, -3.165, 0.386], [0.809, 0.014, 1.955], [-0.800, -1.044, 0.125], [-1.731, 0.722, 1.553], [-0.660, 1.279, -1.342], [-0.366, 1.159, 0.556], [0.052, -1.009, 0.370], [-0.492, -0.672, -0.493], [-2.736, -0.021, 1.929], [-0.087, -1.618, 0.017], [-0.576, -1.288, -0.740], [0.716, 0.824, 1.314], [-0.623, 1.059, -0.561]]
}


[3]
{
  "formula": "C31H27F3LuN10O7",
  "method": "wB97M-V/def2-TZVPD",
  "total_charge": -1,
  "e_tot_ha": -3807.0813,
  "lumo_energy_ha": 0.059,
  "homo_energy_ha": -0.188,
  "max_force_ev_per_a": 0.94,
  "homo_lumo_gap_ev": 6.73,
  "relative_energy_kj_mol": 24.7,
  "symbols": ["Lu", "O", "C", "C", "C", "C", "C", "C", "C", "N", "C", "C", "N", "H", "H", "H", "H", "H", "H", "H", "O", "C", "O", "C", "C", "C", "N", "C", "C", "C", "O", "O", "H", "H", "H", "N", "N", "C", "N", "N", "N", "O", "O", "H", "H", "H", "H", "H", "C", "C", "C", "C", "N", "N", "C", "H", "H", "H", "H", "H", "H", "H", "H", "F", "C", "F", "F", "C", "C", "C", "C", "C", "C", "C", "C", "H", "H", "H", "H"],
  "xyz": [[-0.790945, 0.704860, -0.133867], [-1.698474, 0.501012, 1.793180], [-1.389808, 0.745297, 3.036410], [-1.356957, -0.306260, 3.978389], [-1.098618, -0.083532, 5.311173], [-0.844240, 1.204946, 5.777261], [-0.838525, 2.248966, 4.876820], [-1.096957, 2.052471, 3.517271], [-1.054586, 3.168614, 2.584312], [-1.468366, 3.153678, 1.327046], [-1.263591, 4.420089, 0.824904], [-0.711563, 5.208999, 1.779852], [-0.583256, 4.406928, 2.890275], [-1.541009, -1.304448, 3.598969], [-1.089788, -0.915225, 6.005633], [-0.650074, 1.385399, 6.826207], [-0.636888, 3.248321, 5.247524], [-1.485379, 4.655538, -0.203035], [-0.391814, 6.235373, 1.756997], [-0.130474, 4.666443, 3.746559], [5.434959, 4.722466, -0.681515], [5.431999, 3.644967, -0.063051], [6.345776, 2.987853, 0.467645], [4.010672, 3.009560, 0.109621], [3.770672, 2.028872, 1.062708], [2.500212, 1.497762, 1.182931], [1.478198, 1.862874, 0.406946], [1.712877, 2.805229, -0.524690], [2.947460, 3.408354, -0.690204], [0.534087, 3.188648, -1.399609], [0.607662, 4.145392, -2.155384], [-0.510028, 2.445913, -1.252011], [4.587405, 1.691312, 1.686244], [2.278908, 0.740899, 1.928463], [3.081111, 4.185485, -1.428492], [-3.183813, 1.760982, -0.448236], [-4.300254, 1.081373, 0.024269], [-4.225919, -0.251472, 0.218722], [-5.237829, -0.841131, 0.858795], [-3.147245, -0.855940, -0.266380], [-3.071738, -2.200747, -0.269990], [-4.018529, -2.920402, 0.077967], [-2.000586, -2.678866, -0.586860], [-2.736768, 2.327700, 0.289555], [-3.418416, 2.329091, -1.248732], [-4.968202, 1.585403, 0.585641], [-6.030763, -0.320405, 1.184090], [-5.223635, -1.852153, 0.837407], [-0.319206, -2.551293, -4.812668], [-0.778063, -1.252169, -4.242415], [-1.149975, -0.061625, -4.828324], [-1.499819, 0.797748, -3.769369], [-1.376288, 0.161001, -2.604674], [-0.937578, -1.075284, -2.924516], [-1.981158, 2.204578, -3.909737], [-0.376813, -2.531176, -5.898254], [-0.950087, -3.363077, -4.445744], [0.709907, -2.767007, -4.521640], [-1.149821, 0.182582, -5.877354], [-0.790808, -1.745315, -2.183080], [-2.073990, 2.453743, -4.965731], [-1.290675, 2.902194, -3.439881], [-2.959660, 2.329796, -3.441526], [4.504724, -7.501877, 1.046725], [3.916971, -7.254234, -0.149109], [4.906446, -7.323807, -1.071969], [3.084095, -8.286683, -0.394154], [3.222107, -5.934914, -0.168056], [1.858974, -5.844239, -0.418741], [1.242638, -4.607157, -0.419732], [1.973296, -3.437219, -0.171399], [3.346103, -3.547001, 0.077895], [3.961198, -4.783588, 0.080765], [1.300126, -2.178836, -0.170348], [0.673617, -1.132005, -0.166975], [1.283998, -6.741036, -0.606461], [0.178484, -4.523677, -0.598382], [3.921183, -2.651099, 0.268733], [5.023137, -4.863798, 0.278412]],
  "forces_ev_per_a": [[-0.211, -0.021, -0.020], [0.183, -0.240, -0.098], [0.029, 0.204, 0.550], [-0.074, -0.016, -0.235], [0.032, 0.038, 0.073], [0.007, -0.008, 0.079], [-0.001, 0.013, -0.052], [0.013, -0.311, -0.028], [-0.091, 0.143, -0.279], [-0.032, 0.229, 0.111], [0.081, 0.028, 0.066], [-0.040, 0.031, -0.149], [-0.006, -0.058, 0.053], [-0.014, 0.005, 0.026], [0.000, -0.020, -0.031], [0.014, 0.000, -0.013], [-0.017, 0.005, -0.014], [0.042, 0.037, 0.022], [0.053, -0.032, 0.054], [0.028, -0.022, 0.036], [0.107, -0.062, -0.042], [-0.385, -0.109, 0.229], [0.054, 0.066, -0.045], [0.316, 0.127, -0.115], [-0.045, 0.051, -0.061], [-0.120, -0.147, 0.202], [-0.555, -0.099, -0.412], [0.014, 0.044, 0.053], [-0.172, -0.027, 0.075], [0.460, 0.436, -0.042], [-0.119, -0.159, 0.069], [-0.083, 0.374, -0.345], [0.006, 0.011, -0.009], [0.007, -0.044, -0.052], [0.029, -0.009, -0.008], [0.345, 0.115, 0.162], [-0.021, -0.043, 0.094], [-0.128, -0.344, -0.028], [0.014, 0.107, -0.031], [0.484, 0.327, -0.377], [0.064, -0.543, 0.767], [-0.169, -0.032, -0.160], [-0.080, 0.224, -0.353], [-0.186, 0.117, 0.128], [0.055, -0.090, -0.145], [0.012, 0.073, 0.069], [0.013, 0.060, -0.033], [-0.067, -0.044, 0.085], [-0.024, 0.008, 0.120], [-0.131, -0.050, -0.005], [0.076, 0.125, 0.021], [-0.109, -0.150, -0.062], [0.337, -0.117, 0.144], [-0.094, -0.071, -0.108], [0.094, -0.023, 0.136], [0.005, 0.014, -0.008], [0.043, -0.043, -0.054], [-0.002, 0.005, -0.016], [0.003, -0.044, -0.006], [0.131, -0.008, 0.141], [-0.037, -0.012, -0.004], [0.008, 0.047, 0.021], [-0.014, 0.011, -0.032], [-0.060, -0.010, -0.170], [0.118, -0.150, 0.012], [-0.111, -0.029, 0.124], [0.125, 0.081, 0.031], [-0.149, 0.141, -0.004], [0.098, -0.085, 0.008], [-0.002, 0.132, 0.026], [-0.029, -0.263, -0.016], [-0.009, 0.064, -0.013], [0.053, -0.081, 0.004], [-0.003, 0.169, -0.001], [-0.138, -0.114, -0.109], [-0.002, 0.024, 0.000], [-0.004, -0.008, -0.001], [-0.014, 0.012, -0.001], [-0.006, 0.035, -0.004]]
}


[4]
{
  "formula": "H30O15",
  "method": "wB97M-V/def2-TZVPD",
  "e_tot_ha": -1146.3204,
  "lumo_energy_ha": -0.013,
  "homo_energy_ha": -0.341,
  "max_force_ev_per_a": 11.50,
  "homo_lumo_gap_ev": 8.93,
  "relative_energy_kj_mol": 839.2,
  "symbols": ["H", "H", "H", "H", "H", "H", "H", "H", "H", "H", "H", "H", "H", "H", "H", "H", "H", "H", "H", "H", "H", "H", "H", "H", "H", "H", "H", "H", "H", "H", "O", "O", "O", "O", "O", "O", "O", "O", "O", "O", "O", "O", "O", "O", "O"],
  "xyz": [[0.651524, 0.176411, -0.051576], [-0.749043, -0.122567, -0.717320], [3.069464, -4.639419, 1.602690], [3.075746, -3.416042, 0.692580], [-0.750599, -0.000190, -3.318909], [0.531652, 0.158635, -2.750913], [-1.890418, -2.733480, 2.230132], [-2.296703, -1.238971, 1.711934], [-0.483636, -2.504674, -1.166312], [0.595892, -2.724353, -2.106565], [1.694655, 1.585533, -3.150752], [2.558246, 0.978603, -2.091913], [-3.141375, 0.073346, 4.001113], [-3.909978, 0.060222, 2.808990], [2.166391, 0.164843, 1.345500], [1.254444, -0.234954, 2.472532], [3.975561, -2.171813, -1.443655], [2.893492, -1.353317, -1.211406], [-0.975380, 1.767758, 2.617426], [-0.526789, 0.360973, 3.199818], [-2.269068, -0.570660, -2.031824], [-3.139042, -1.561518, -2.937745], [-3.630241, -1.447416, 0.736953], [-4.993670, -1.535824, -0.044284], [1.457310, 5.390727, 0.321812], [0.919281, 3.987043, 0.672811], [-2.967673, 3.716759, -0.503500], [-2.337580, 4.084149, -1.690389], [4.905546, 2.562419, 1.463576], [4.524934, 1.369756, 0.875505], [0.045766, 0.302946, -0.820374], [2.708650, -4.293758, 0.778170], [-0.420183, 0.114544, -2.465629], [-2.044697, -2.120697, 1.435277], [-0.232324, -3.119014, -1.819232], [2.018900, 1.710294, -2.272076], [-2.972919, 0.035043, 3.124310], [1.702766, -0.599051, 1.708381], [3.783449, -1.219839, -1.351687], [-0.980971, 0.744437, 2.466210], [-2.845289, -0.594507, -2.778147], [-4.105125, -1.244526, -0.094135], [0.796021, 4.861506, 0.804900], [-2.982222, 3.518062, -1.439288], [5.315221, 1.722587, 1.187000]],
  "forces_ev_per_a": [[-1.471, -0.116, 0.290], [-2.337, -1.525, 1.397], [-0.029, 0.085, -0.119], [0.085, 0.384, 0.170], [-2.263, -0.500, -3.040], [-1.416, 0.056, 1.457], [-0.505, 1.918, -1.673], [0.621, 0.277, 1.164], [-0.919, 1.067, 1.520], [0.045, -0.209, -0.356], [-0.236, 0.144, -0.868], [1.424, -1.620, 0.332], [-0.325, 0.112, 4.845], [0.913, -0.048, -0.184], [0.099, -0.109, 0.091], [-0.230, 0.024, 0.024], [0.955, 0.496, -0.190], [-3.712, 0.427, 0.709], [0.068, -2.967, -0.309], [0.276, -0.153, 0.955], [0.287, -0.397, 0.702], [0.956, 2.492, 0.842], [-0.826, -0.565, -0.901], [-1.183, -0.488, 0.324], [-0.455, -0.812, 0.266], [0.905, -4.267, -1.063], [-0.493, -0.404, 0.558], [3.346, 2.703, -2.054], [1.030, 0.107, 0.226], [-1.880, -2.010, -1.343], [6.804, 2.538, 8.923], [-0.040, -0.401, 0.016], [0.722, -0.575, -8.681], [0.600, -2.075, 0.921], [0.778, -0.912, -1.143], [-0.604, 1.771, 0.396], [-2.795, -0.617, -4.055], [0.502, 0.022, -0.255], [2.556, -0.902, -0.462], [1.534, 3.843, -1.098], [-1.891, -2.250, -1.909], [1.539, 0.811, 0.255], [-0.492, 5.021, 0.728], [-2.842, -2.282, 1.508], [0.898, 1.908, 1.086]]
}